Record 1
Molecular formula: C5H9NS
Method: DFT, ωB97M-V/def2-TZVPD

Properties
energy relative to the best compared isomer or geometry (same formula, charge and spin) = 114.7 kJ/mol

Cartesian coordinates (Å):
H  2.16  -1.00  1.40
H  2.24  0.99  0.53
N  1.96  0.42  -0.18
H  -0.93  2.27  1.13
H  -1.94  2.06  -0.24
C  0.01  -0.62  0.87
C  -1.43  1.54  0.51
C  0.80  0.94  -0.84
S  -1.15  -1.11  -0.46
H  0.80  2.12  -0.83
H  0.81  0.73  -1.89
H  -0.39  -0.68  1.90
H  -2.19  1.00  1.15
C  1.55  -0.85  0.47
H  1.59  -1.63  -0.21
C  -0.50  0.47  -0.07


Record 2
Molecular formula: C5H9O
Method: DFT, ωB97M-V/def2-TZVPD

Properties
energy relative to the best compared isomer or geometry (same formula, charge and spin) = 132.9 kJ/mol
charge = +1

Cartesian coordinates (Å):
C  -0.16  -1.29  0.08
C  -1.40  -0.91  -0.14
H  -0.22  1.74  1.10
C  2.00  -0.26  -0.09
H  2.47  0.76  -0.01
O  0.68  -0.11  0.44
H  0.58  -2.07  0.00
H  1.96  -0.52  -1.21
C  -1.59  0.59  0.09
H  -2.06  0.95  -0.82
H  0.02  1.68  -0.61
H  -2.30  -1.36  -0.46
H  -2.31  0.80  0.95
H  2.53  -1.13  0.40
C  -0.20  1.13  0.29


Record 3
Molecular formula: C5H9O3Pr
Method: DFT, ωB97M-V/def2-TZVPD

Properties
spin multiplicity = 4
energy relative to the best compared isomer or geometry (same formula, charge and spin) = 120.0 kJ/mol
charge = +1
<S²> = 3.752

Cartesian coordinates (Å):
H  -2.70  1.36  0.97
H  -3.54  1.87  3.16
H  0.79  -3.39  1.00
C  0.21  -3.24  0.08
O  0.17  -0.85  0.21
C  -2.06  1.13  1.84
H  -1.27  -2.04  1.10
C  -0.66  -2.02  0.18
C  -2.62  1.29  3.06
H  -1.50  0.60  -0.11
H  0.90  -3.16  -0.77
C  -0.43  0.41  0.39
H  -2.31  0.68  3.91
H  -0.43  -4.13  -0.08
O  0.43  1.33  0.05
O  -0.87  0.47  1.74
Pr  2.39  0.40  -1.00
H  -1.35  -1.94  -0.67


Record 4
Molecular formula: C5H9O3S
Method: DFT, ωB97M-V/def2-TZVPD

Properties
spin multiplicity = 3
energy relative to the best compared isomer or geometry (same formula, charge and spin) = 126.3 kJ/mol
charge = -1
<S²> = 2.025

Cartesian coordinates (Å):
C  0.04  0.66  -0.57
C  -0.64  -2.38  0.39
C  0.60  0.23  0.85
H  1.24  2.41  -0.82
O  -0.02  -3.43  0.04
H  -0.21  -0.35  -0.87
H  -1.18  -1.85  2.14
H  -1.14  2.27  -1.28
H  0.16  -4.11  0.77
C  1.29  1.39  -1.28
H  -2.13  1.18  -0.34
H  1.20  1.59  -2.43
S  1.41  1.37  1.82
H  -0.92  2.21  0.49
O  -1.21  -2.60  1.60
C  -1.16  1.65  -0.45
H  2.12  0.73  -1.19
O  0.54  -0.98  1.12


Record 5
Molecular formula: C5H9O4Pr
Method: DFT, ωB97M-V/def2-TZVPD

Properties
spin multiplicity = 4
electronic energy = -1013.621611 Eh
charge = +1
<S²> = 3.757

Cartesian coordinates (Å):
C  2.95  0.53  -0.48
O  -1.48  -1.37  0.43
C  -2.34  -1.00  -0.65
C  2.69  -0.84  -0.86
H  -3.48  0.41  0.50
O  1.99  1.26  -0.04
H  2.05  -0.94  -1.75
H  -3.42  0.75  -1.25
H  3.48  -1.57  -0.71
C  -2.80  0.43  -0.38
Pr  -0.03  0.63  0.73
O  -1.72  1.28  -0.17
H  3.98  0.85  -0.31
C  -0.32  -2.17  0.13
H  -1.77  -1.03  -1.60
H  -3.19  -1.70  -0.71
H  -0.40  -2.59  -0.88
O  0.78  -1.36  0.28
H  -0.31  -2.97  0.89


Record 6
Molecular formula: C5H9O5
Method: DFT, ωB97M-V/def2-TZVPD

Properties
spin multiplicity = 2
energy relative to the best compared isomer or geometry (same formula, charge and spin) = 110.3 kJ/mol
<S²> = 0.754

Cartesian coordinates (Å):
C  0.87  0.80  0.04
H  1.58  0.68  0.86
C  -1.49  0.01  -0.74
H  1.84  -0.15  -1.29
H  -2.17  0.75  -0.29
O  1.47  0.77  -1.27
O  0.22  -1.41  -0.38
O  -2.14  -1.21  -0.91
H  -0.44  1.98  -0.85
H  -1.14  0.36  -1.72
C  0.39  2.21  -0.06
H  -1.39  -1.20  1.71
C  -0.61  -0.43  1.64
O  1.56  -1.41  -0.22
H  -2.97  -1.06  -1.39
C  -0.27  -0.20  0.18
H  -0.96  0.50  2.11
O  0.82  3.23  0.40
H  0.32  -0.76  2.12